This record from the OMol25 dataset describes a structure of composition C48H58O3SbSeV. The level of theory is ωB97M-V/def2-TZVPD.

```
112
Properties=species:S:1:pos:R:3:forces:R:3:lowdin_spin:R:1
V -1.127770 -1.203851 0.102630 -4.4 1.7 -2.1 1.819
C 3.484198 4.958840 1.197470 0.0 -0.2 -0.1 0.000
C 3.662546 3.623959 0.471884 0.2 0.1 0.0 0.000
C 4.199198 3.918257 -0.933407 0.0 0.0 0.1 0.000
C 4.673150 2.774264 1.253202 -0.1 0.1 -0.1 0.000
C 2.369055 2.838698 0.361235 -0.1 0.0 0.0 0.000
C 2.346523 1.628780 -0.315403 -0.1 0.0 0.1 0.002
C 1.186967 0.883424 -0.373336 -0.1 -0.3 -0.2 0.002
Se 1.293551 -0.781722 -1.370233 0.5 0.2 0.1 0.062
C 2.115989 -1.837008 0.035715 -0.7 -0.1 0.0 0.000
C 3.481087 -1.980004 0.179596 -0.1 0.0 0.0 0.002
C 3.983979 -2.747780 1.223183 0.0 0.0 0.0 -0.002
C 3.074079 -3.315671 2.108892 0.0 0.2 -0.2 0.001
C 1.695750 -3.175248 2.015259 -0.5 0.2 -0.3 -0.002
C 1.200997 -2.449319 0.917240 3.0 -0.3 0.3 0.006
O -0.061384 -2.274954 0.644671 3.0 -4.1 2.5 0.013
C 0.813017 -3.794346 3.096223 -0.1 -0.1 0.2 0.001
C 0.951035 -5.322765 3.029516 0.0 0.2 0.0 0.000
C -0.675678 -3.434686 2.985077 0.1 0.1 0.0 0.006
C 1.291179 -3.299541 4.471605 -0.1 0.0 -0.2 0.000
C 5.471812 -2.982212 1.448304 0.1 0.0 0.0 0.000
C 6.333931 -2.283191 0.395956 -0.2 -0.1 0.2 0.000
C 5.761015 -4.488246 1.386616 0.0 0.2 0.0 0.000
C 5.859467 -2.436723 2.829516 0.0 0.0 -0.1 0.000
C -0.033205 1.294067 0.214331 2.1 1.5 0.2 0.005
O -1.087503 0.527747 0.103439 -0.9 2.8 0.1 0.014
C -0.020119 2.552500 0.864326 -0.4 -0.6 -0.1 -0.001
C 1.172826 3.261319 0.919057 0.3 -0.2 -0.2 0.000
C -1.209633 3.203292 1.567907 -0.2 0.1 0.2 0.000
C -1.404881 4.618423 0.994422 0.0 -0.2 0.1 0.000
C -0.889458 3.288174 3.070726 -0.1 0.0 -0.2 0.000
C -2.541332 2.463140 1.418291 0.1 -0.1 0.0 0.001
H 4.438559 5.479347 1.240993 0.1 0.0 0.0 0.000
H 3.139112 4.812217 2.217548 -0.1 0.0 0.2 0.000
H 2.777535 5.596530 0.671581 -0.1 0.1 0.0 0.000
H 5.127551 4.481652 -0.871463 0.1 0.1 0.0 0.000
H 3.476883 4.504400 -1.496835 -0.1 0.1 -0.1 0.000
H 4.394010 3.004086 -1.485077 0.1 -0.1 -0.1 0.000
H 5.607177 3.317337 1.377745 0.2 0.1 0.0 0.000
H 4.883101 1.841943 0.735734 0.1 -0.1 -0.1 0.000
H 4.280171 2.531657 2.238738 0.0 0.0 0.1 0.000
H 3.227430 1.232479 -0.800517 0.1 0.0 0.0 0.001
H 4.131000 -1.494446 -0.531453 0.1 0.0 0.0 0.001
H 3.466304 -3.901303 2.923982 0.0 -0.1 0.2 0.000
H 0.681662 -5.692110 2.042549 0.0 -0.1 -0.1 0.000
H 0.295265 -5.786250 3.763001 -0.1 -0.1 0.1 0.000
H 1.970907 -5.630907 3.242486 0.1 -0.1 0.0 0.000
H -1.135844 -3.857044 2.090886 0.0 0.1 0.1 0.001
H -0.822918 -2.347828 2.980901 0.0 -0.2 0.0 0.007
H -1.199801 -3.840796 3.850311 0.0 0.0 0.1 0.000
H 2.326627 -3.566435 4.656951 0.1 0.0 0.1 0.000
H 0.683338 -3.746762 5.254649 -0.1 0.0 0.1 0.000
H 1.198413 -2.216819 4.535982 0.0 0.1 0.0 0.000
H 6.099830 -2.647759 -0.600715 0.0 0.0 -0.2 0.000
H 7.383585 -2.488148 0.592739 0.1 0.0 0.0 0.000
H 6.189963 -1.206067 0.429537 0.0 0.2 -0.1 0.000
H 5.454358 -4.890256 0.423517 0.0 -0.1 -0.1 0.000
H 5.230845 -5.031696 2.164568 0.0 -0.1 0.1 0.000
H 6.827407 -4.665030 1.513455 0.1 -0.1 0.0 0.000
H 5.625159 -1.376601 2.894836 0.0 0.1 0.0 0.000
H 6.926147 -2.563717 2.999848 0.2 0.0 0.0 0.000
H 5.328739 -2.950102 3.626539 -0.1 -0.1 0.1 0.000
H 1.159529 4.205714 1.431616 0.0 0.2 0.1 0.000
H -0.582365 5.279623 1.255595 0.1 0.1 0.0 0.000
H -2.318447 5.057222 1.387982 -0.1 0.1 0.1 0.000
H -1.477011 4.577039 -0.090074 -0.1 0.0 -0.1 0.000
H 0.010324 3.869953 3.256473 0.1 0.0 0.0 0.000
H -0.737180 2.289669 3.476258 0.0 -0.1 0.1 0.000
H -1.712026 3.759106 3.605532 -0.1 0.0 0.1 0.000
H -2.842966 2.417904 0.371091 0.0 -0.1 0.0 0.000
H -3.308062 3.008579 1.971780 0.0 0.0 0.0 0.000
H -2.488728 1.448742 1.818301 -0.1 0.1 0.0 0.002
C -8.181470 1.120410 -1.509351 -0.1 0.0 0.0 0.000
C -7.345086 1.440313 -0.453220 -0.1 0.1 0.1 0.000
C -5.997838 1.130355 -0.525089 0.1 0.1 0.2 0.000
C -5.472229 0.518493 -1.653469 0.7 -0.3 0.2 0.004
C -6.312718 0.197989 -2.704167 0.1 0.0 -0.2 0.000
C -7.663587 0.497719 -2.631553 -0.1 0.0 -0.1 0.000
Sb -3.365567 0.015116 -1.607713 -0.6 0.3 -0.9 0.012
C -3.312474 -1.028017 -3.503239 0.0 0.3 0.5 0.000
C -3.910081 -2.278855 -3.597184 -0.1 0.0 0.1 0.000
C -3.829826 -3.005359 -4.773717 -0.1 -0.2 0.0 0.000
C -3.142717 -2.492772 -5.861704 0.0 -0.1 -0.1 0.000
C -2.547437 -1.246317 -5.774288 0.1 0.0 -0.1 0.000
C -2.633262 -0.516749 -4.599487 0.1 0.2 0.0 0.000
C -2.625405 1.892723 -2.362688 -0.2 -0.4 0.3 -0.001
C -3.402952 3.037832 -2.417919 -0.2 0.0 0.0 0.000
C -2.845501 4.250693 -2.792278 -0.1 0.1 0.0 0.000
C -1.492129 4.334681 -3.072994 0.1 0.1 0.0 0.000
C -0.702665 3.197291 -3.000992 0.2 0.0 -0.1 0.000
C -1.271810 1.984752 -2.652399 0.2 -0.1 0.0 0.000
H -9.238457 1.345762 -1.451316 0.0 0.0 0.0 0.000
H -7.744484 1.921251 0.429759 0.0 0.0 0.0 0.000
H -5.344325 1.363903 0.308698 -0.1 0.0 0.1 0.000
H -5.910869 -0.286989 -3.582856 0.0 0.0 -0.1 0.000
H -8.316115 0.237775 -3.454201 0.0 0.0 0.0 0.000
H -4.443021 -2.681275 -2.744514 0.0 -0.1 0.0 0.000
H -4.297771 -3.978146 -4.841838 0.0 0.0 0.0 0.000
H -3.068967 -3.066438 -6.775883 0.0 0.0 0.0 0.000
H -2.008896 -0.841515 -6.621076 0.0 0.0 0.0 0.000
H -2.168324 0.459879 -4.543435 0.0 0.0 0.0 0.000
H -4.455238 2.977979 -2.164365 0.0 0.1 -0.1 0.000
H -3.470680 5.129504 -2.854606 0.0 0.1 0.0 0.000
H -1.048317 5.284257 -3.338772 0.0 0.0 0.0 0.000
H 0.357619 3.246718 -3.212237 0.0 0.1 0.0 0.000
H -0.646138 1.093493 -2.602589 0.0 0.1 0.0 0.000
C -1.881533 -3.984156 -0.878930 -0.2 -0.2 0.2 -0.002
C -2.429008 -2.688670 -0.292375 -1.2 -0.8 -0.6 0.002
O -3.642078 -2.568514 -0.199148 -0.2 -0.3 0.1 0.039
H -2.604322 -4.796862 -0.763164 0.0 0.1 0.0 0.000
H -0.920782 -4.272839 -0.456340 0.0 0.0 -0.1 0.000
H -1.749508 -3.788155 -1.948840 0.1 0.0 0.0 0.001
```
Positions in Å, forces in eV/Å.

Computed properties:
Spin multiplicity: 3
Charge: 0
LUMO level (alpha / beta), eV: 0.4 / 0.3
<S²>: 2.021
Gap between HOMO and LUMO (alpha / beta), eV: 7.650 / 7.995
ΔE to the lowest compared entry with this formula, charge and spin, eV: 2.423